Entry 1:
The following is a DFT calculation (ωB97M-V with the def2-TZVPD basis set) of a 2-piece molecular cluster, C2H4O3S overall in a non-equilibrium geometry.

The calculation puts the orbital gap (alpha / beta) at 9.18 / 6.00 eV.

Atoms and positions in Å:
C -0.755 -0.702 -1.264
C 0.002 -0.810 -0.037
O -1.090 -1.164 -2.279
O 0.896 -1.897 -0.002
O -0.056 2.343 0.155
S -1.688 1.964 0.257
H 0.599 0.104 0.089
H -0.724 -0.820 0.791
H 0.422 -2.728 -0.118
H 0.023 3.155 -0.356



Entry 2:
The following is a DFT calculation (ωB97M-V with the def2-TZVPD basis set) of one molecule with the formula C3H2N2 in a non-equilibrium geometry.

The calculation puts the orbital gap (alpha / beta) at 9.25 / 9.04 eV. As for the expectation value of S²: 2.057. The spin multiplicity is 3.

Atoms and positions in Å:
C -0.520 0.540 -0.298
C -0.629 -0.862 -0.110
C 1.979 0.991 -0.074
N 0.907 0.514 -0.129
N 0.633 -1.142 -0.001
H -0.785 1.264 0.531
H -1.586 -1.306 0.081



Entry 3:
The following is a DFT calculation (ωB97M-V with the def2-TZVPD basis set) of C4H7NO as an isolated structure.

The calculation puts the orbital gap at 8.96 eV.

Atoms and positions in Å:
O 0.261 -0.284 -2.024
C 0.036 0.618 -1.002
C -1.183 0.501 -0.141
C -0.334 -0.310 1.305
N 0.250 -1.318 0.726
C 0.565 0.277 0.353
H 0.349 -1.153 -1.597
H 0.288 1.626 -1.326
H -1.853 -0.319 -0.380
H -1.642 1.430 0.188
H -0.763 -0.069 2.276
H 1.945 -0.893 0.908
H 2.081 -0.104 0.713



Entry 4:
The following is a DFT calculation (ωB97M-V with the def2-TZVPD basis set) of C37H37ClF5N3O2ReSe as an isolated structure.

The calculation puts the orbital gap (alpha / beta) at 5.82 / 5.81 eV. As for the expectation value of S²: 0.760. The spin multiplicity is 2.

Atoms and positions in Å:
Re -0.598 0.938 -0.434
C -1.215 -1.314 -4.259
C -0.368 -0.049 -4.137
C -0.305 0.709 -5.464
C 1.031 -0.348 -3.639
C 1.804 -1.296 -4.305
C 3.108 -1.553 -3.925
C 3.668 -0.849 -2.872
C 2.935 0.104 -2.180
C 3.581 0.839 -1.023
C 4.179 -0.122 0.005
C 4.646 1.816 -1.523
C 1.618 0.332 -2.576
N 0.832 1.285 -1.821
C 1.223 2.600 -2.042
O 1.869 3.035 -2.974
C 0.809 3.503 -0.904
C 1.191 4.816 -0.702
C 0.806 5.423 0.497
C 0.075 4.722 1.456
C -0.277 3.418 1.165
N 0.092 2.867 0.014
C -0.973 2.437 2.085
O -1.355 2.805 3.177
N -1.040 1.181 1.535
C -1.463 0.140 2.435
C -0.496 -0.528 3.185
C -0.917 -1.568 4.004
C -2.260 -1.905 4.100
C -3.198 -1.180 3.388
C -2.814 -0.139 2.546
C -3.880 0.698 1.867
C -4.531 1.637 2.887
C -4.945 -0.157 1.177
C 0.959 -0.100 3.197
C 1.938 -1.261 3.361
C 1.191 0.928 4.310
H -2.199 -1.075 -4.665
H -1.356 -1.795 -3.290
H -0.751 -2.040 -4.926
H -0.856 0.608 -3.412
H 0.124 0.081 -6.246
H 0.314 1.602 -5.377
H -1.303 1.008 -5.782
H 1.378 -1.838 -5.139
H 3.688 -2.298 -4.449
H 4.688 -1.054 -2.578
H 2.806 1.414 -0.503
H 5.045 -0.643 -0.401
H 3.455 -0.873 0.322
H 4.512 0.429 0.883
H 5.415 1.279 -2.078
H 5.129 2.317 -0.684
H 4.222 2.569 -2.184
H 1.780 5.316 -1.457
H 1.101 6.446 0.692
H -0.206 5.141 2.410
H -0.192 -2.113 4.588
H -2.573 -2.715 4.742
H -4.245 -1.420 3.488
H -3.397 1.323 1.105
H -5.041 1.061 3.660
H -5.270 2.272 2.399
H -3.789 2.270 3.372
H -5.611 -0.618 1.905
H -4.504 -0.954 0.577
H -5.561 0.463 0.524
H 1.178 0.380 2.235
H 1.954 -1.624 4.387
H 2.948 -0.930 3.121
H 1.691 -2.095 2.703
H 0.974 0.479 5.279
H 0.552 1.807 4.207
H 2.232 1.251 4.316
Cl -2.480 0.047 -1.211
F -2.275 -6.590 -0.630
C -1.702 -5.390 -0.496
C -0.383 -5.199 -0.873
F 0.318 -6.223 -1.376
C 0.200 -3.951 -0.731
F 1.475 -3.835 -1.118
C -0.493 -2.856 -0.215
Se 0.540 -1.245 -0.084
C -1.807 -3.087 0.177
F -2.547 -2.136 0.749
C -2.415 -4.326 0.032
F -3.683 -4.503 0.419



Entry 5:
The following is a DFT calculation (ωB97M-V with the def2-TZVPD basis set) of a 2-piece molecular cluster, C4H11N3O2 overall in a non-equilibrium geometry.

The calculation puts the orbital gap at 9.38 eV.

Atoms and positions in Å:
H -3.034 2.078 0.044
N -2.696 1.797 -0.858
C -1.442 1.663 -1.102
N -1.151 1.303 -2.413
N -0.384 2.113 -0.324
C 0.729 1.280 0.003
H -0.260 1.639 -2.755
H -1.879 1.562 -3.118
H -0.742 2.717 0.402
H 0.424 0.357 0.565
H 1.235 1.796 0.854
H 1.484 1.142 -0.780
C 0.733 -2.897 1.927
C 1.552 -2.081 0.848
O 2.558 -1.502 1.141
O 0.998 -1.795 -0.340
H 1.286 -2.710 2.852
H 0.787 -3.954 1.582
H -0.275 -2.464 1.944
H 0.078 -2.043 -0.471



Entry 6:
The following is a DFT calculation (ωB97M-V with the def2-TZVPD basis set) of a 2-piece molecular cluster, C3H10NO overall in a non-equilibrium geometry.

As for the charge: -1. The calculation puts the orbital gap at 6.96 eV.

Atoms and positions in Å:
C 1.522 1.853 -0.140
O 1.079 1.202 -1.262
H 1.986 1.246 0.659
H 2.213 2.686 -0.371
H 0.636 2.366 0.429
C -1.120 -1.266 -1.060
N -0.684 -0.286 -0.052
C -0.465 -0.767 1.292
H -0.917 -2.315 -0.803
H -2.205 -1.209 -1.143
H -0.755 -1.026 -2.074
H 0.215 0.142 -0.525
H 0.508 -1.007 1.724
H -1.147 -1.646 1.392
H -0.866 0.027 1.934



Entry 7:
The following is a DFT calculation (ωB97M-V with the def2-TZVPD basis set) of ClHgIO4 as an isolated structure in a non-equilibrium geometry.

The calculation puts the orbital gap at 1.51 eV.

Atoms and positions in Å:
Hg 9.425 9.922 10.042
I 8.758 6.547 6.372
Cl 8.820 13.445 14.500
O 10.111 13.243 13.986
O 7.856 13.007 13.500
O 8.994 12.830 15.831
O 8.636 14.781 14.884



Entry 8:
The following is a DFT calculation (ωB97M-V with the def2-TZVPD basis set) of a 9-piece molecular cluster, C13H23B2Cl24OP overall in a non-equilibrium geometry.

The calculation puts the orbital gap at 6.88 eV.

Atoms and positions in Å:
C -1.659 0.536 0.227
C -0.756 -0.722 0.205
B -0.183 -1.079 -1.216
O -1.121 -1.014 -2.263
B 1.411 -1.605 -1.543
P 2.885 -1.032 -0.423
C 2.449 0.723 -0.044
C 2.539 -2.023 1.111
C 3.093 -1.368 2.369
H -2.690 0.269 0.440
H -1.678 1.074 -0.712
H -1.331 1.195 1.025
H -1.370 -1.574 0.514
H 0.020 -0.629 0.960
H -0.822 -0.387 -2.938
H 1.702 -2.354 -2.421
H 3.219 1.208 0.546
H 1.481 0.891 0.427
H 2.418 1.246 -0.999
H 3.006 -2.993 0.959
H 1.473 -2.218 1.221
H 2.916 -2.023 3.220
H 2.598 -0.420 2.562
H 4.163 -1.215 2.253
Cl 0.876 -5.576 1.663
C -0.571 -5.009 2.500
Cl -0.849 -5.940 3.972
Cl -0.442 -3.287 2.863
H -1.418 -5.153 1.843
Cl -1.759 4.002 -0.904
C -1.514 3.808 -2.640
Cl -0.724 2.260 -2.988
Cl -3.043 3.929 -3.505
H -0.863 4.599 -2.986
Cl 2.743 -4.471 5.116
C 3.723 -3.680 6.348
Cl 4.069 -4.778 7.683
Cl 5.222 -3.060 5.646
H 3.163 -2.842 6.738
Cl -5.955 4.396 -4.742
C -6.101 3.347 -6.154
Cl -4.727 3.564 -7.239
Cl -6.257 1.659 -5.666
H -6.997 3.628 -6.688
Cl -0.937 -4.327 -2.207
C -2.065 -3.771 -3.441
Cl -1.317 -3.823 -5.038
Cl -3.552 -4.721 -3.409
H -2.308 -2.740 -3.215
Cl -7.714 5.182 -8.868
C -9.227 5.697 -8.117
Cl -9.554 4.759 -6.656
Cl -9.193 7.422 -7.758
H -10.029 5.514 -8.818
Cl 4.227 3.333 2.381
C 3.251 4.672 1.775
Cl 1.911 4.085 0.789
Cl 2.660 5.664 3.109
H 3.881 5.290 1.151
Cl 8.886 -2.204 7.495
C 7.438 -1.640 8.328
Cl 7.159 -2.569 9.802
Cl 7.552 0.085 8.686
H 6.592 -1.792 7.672



Entry 9:
The following is a DFT calculation (ωB97M-V with the def2-TZVPD basis set) of a 2-piece molecular cluster, C4H11N3O2 overall in a non-equilibrium geometry.

The calculation puts the orbital gap at 9.87 eV.

Atoms and positions in Å:
H -0.053 -0.919 1.737
N -0.547 -0.431 1.010
C -1.247 -1.067 0.152
N -1.474 -0.840 -1.223
N -1.824 -2.287 0.438
C -1.665 -3.074 1.711
H -2.488 -0.590 -1.286
H -1.050 -0.074 -1.726
H -1.914 -2.997 -0.259
H -2.082 -2.430 2.511
H -0.633 -3.048 2.050
H -2.286 -3.936 1.517
C 1.710 1.380 0.709
C 1.808 2.021 -0.628
O 2.807 2.084 -1.279
O 0.679 2.557 -1.231
H 0.744 0.775 0.662
H 1.884 2.024 1.575
H 2.551 0.676 0.831
H -0.161 2.809 -0.817



Entry 10:
The following is a DFT calculation (ωB97M-V with the def2-TZVPD basis set) of C27H57ClCrN3O19 as an isolated structure in a non-equilibrium geometry.

As for the charge: +2. The calculation puts the orbital gap (alpha / beta) at 2.84 / 4.65 eV. As for the expectation value of S²: 3.796. The spin multiplicity is 4.

Atoms and positions in Å:
Cr 5.547 10.013 -6.461
Cl 9.159 10.776 -7.763
O 9.540 9.510 -8.261
O 7.945 10.550 -6.975
O 10.162 11.394 -6.960
O 8.855 11.695 -8.827
C 9.029 13.312 -11.616
C 10.093 14.194 -12.199
O 9.357 14.791 -13.231
C 8.133 14.174 -13.449
O 7.453 14.365 -14.467
O 8.062 13.268 -12.653
H 8.629 13.748 -10.701
H 9.496 12.336 -11.486
H 11.015 13.650 -12.400
H 10.320 15.031 -11.539
C 12.268 10.825 -9.745
C 13.757 10.598 -10.026
O 13.766 10.777 -11.420
C 12.745 11.526 -11.861
O 12.519 11.897 -13.069
O 11.862 11.622 -10.840
H 11.960 11.099 -8.736
H 11.831 9.843 -9.925
H 14.203 9.709 -9.580
H 14.381 11.386 -9.606
C 12.117 14.290 -6.586
C 13.170 13.310 -7.070
O 13.622 13.835 -8.319
C 12.770 14.756 -8.708
O 12.781 15.260 -9.872
O 12.040 15.226 -7.676
H 12.467 14.679 -5.630
H 11.132 13.855 -6.415
H 12.686 12.342 -7.200
H 13.976 13.197 -6.345
C 4.799 16.772 -4.885
O 5.018 15.486 -4.379
C 5.042 15.432 -2.956
C 5.409 13.918 -2.583
N 6.547 13.313 -3.277
C 7.642 14.213 -3.747
C 8.894 13.399 -4.218
O 9.337 12.704 -3.027
C 10.571 12.066 -3.298
H 3.871 17.195 -4.501
H 4.791 16.856 -5.972
H 5.526 17.477 -4.482
H 4.084 15.730 -2.530
H 5.858 16.028 -2.549
H 4.546 13.288 -2.794
H 5.591 13.632 -1.547
H 7.081 12.765 -2.619
H 7.948 14.666 -2.804
H 7.298 14.882 -4.536
H 9.655 14.145 -4.451
H 8.748 12.776 -5.100
H 10.755 11.551 -2.355
H 11.415 12.746 -3.419
H 10.510 11.264 -4.033
C 8.487 5.645 -9.469
O 7.517 6.618 -9.020
C 6.129 6.207 -9.067
C 5.310 7.369 -8.260
N 6.215 8.198 -7.323
C 6.591 7.279 -6.149
C 7.292 7.933 -4.907
O 6.617 9.192 -4.724
C 7.161 9.864 -3.591
H 8.384 4.706 -8.924
H 9.489 6.027 -9.275
H 8.419 5.505 -10.547
H 5.964 5.297 -8.490
H 5.854 6.128 -10.119
H 4.442 6.993 -7.719
H 4.806 7.961 -9.024
H 6.988 8.026 -7.949
H 7.224 6.455 -6.479
H 5.668 6.760 -5.890
H 8.309 8.254 -5.132
H 7.185 7.259 -4.056
H 7.456 9.138 -2.833
H 6.442 10.522 -3.103
H 8.016 10.500 -3.817
C 3.776 8.492 -4.044
O 4.174 9.734 -4.804
C 3.795 10.981 -4.284
C 4.028 12.099 -5.336
N 5.448 11.961 -5.692
C 5.696 12.879 -6.814
C 5.483 12.361 -8.213
O 5.715 11.022 -8.378
C 5.752 10.650 -9.699
H 4.389 7.681 -4.437
H 2.702 8.424 -4.222
H 4.109 8.601 -3.012
H 4.344 11.197 -3.367
H 2.750 10.855 -4.000
H 3.733 13.000 -4.798
H 3.380 11.884 -6.186
H 5.926 12.545 -5.020
H 6.734 13.211 -6.781
H 5.148 13.818 -6.732
H 6.157 12.989 -8.795
H 4.478 12.560 -8.585
H 4.749 10.705 -10.121
H 5.843 9.565 -9.738
H 6.437 11.111 -10.411



Entry 11:
The following is a DFT calculation (ωB97M-V with the def2-TZVPD basis set) of one molecule with the formula C4H9N in a non-equilibrium geometry.

The calculation puts the orbital gap at 10.81 eV.

Atoms and positions in Å:
C 0.502 -1.947 0.764
N 0.571 -0.927 0.012
C 0.516 0.369 0.684
C -0.148 1.415 -0.229
C -1.202 0.840 -1.255
H 0.338 -1.789 1.829
H 0.919 -2.929 0.571
H 1.564 0.643 0.914
H -0.174 0.381 1.530
H 0.587 1.977 -0.825
H -0.730 2.090 0.395
H -1.838 1.654 -1.595
H -1.857 0.179 -0.655
H -0.652 0.307 -2.019



Entry 12:
The following is a DFT calculation (ωB97M-V with the def2-TZVPD basis set) of C38H40N6O5PtS as an isolated structure in a non-equilibrium geometry.

As for the charge: +2. The calculation puts the orbital gap (alpha / beta) at 5.66 / 4.10 eV. As for the expectation value of S²: 6.064. The spin multiplicity is 5.

Atoms and positions in Å:
Pt -0.310 0.998 -0.611
C -1.472 5.233 0.382
C -1.188 3.951 -0.321
N -0.480 2.977 0.309
N 0.090 3.206 1.445
C 0.754 2.199 2.027
O 0.794 1.051 1.495
C 1.457 2.502 3.266
C 2.322 1.543 3.807
C 3.011 1.814 4.968
C 2.854 3.040 5.603
C 1.986 3.993 5.080
C 1.292 3.733 3.916
C -1.632 3.648 -1.616
C -2.449 4.535 -2.365
C -2.883 4.174 -3.610
C -2.501 2.929 -4.130
C -1.713 2.098 -3.351
N -1.292 2.428 -2.143
H -0.915 5.260 1.315
H -2.533 5.328 0.613
H -1.187 6.085 -0.233
H 2.446 0.601 3.295
H 3.670 1.065 5.380
H 3.407 3.255 6.504
H 1.850 4.938 5.586
H 0.613 4.461 3.498
H -2.729 5.476 -1.926
H -3.518 4.831 -4.181
H -2.814 2.616 -5.110
H -1.406 1.128 -3.721
C -2.129 -4.360 2.139
O -1.229 -4.008 1.106
C -0.650 -4.991 0.364
C -0.864 -6.353 0.551
C -0.187 -7.287 -0.212
C 0.733 -6.879 -1.171
C 0.955 -5.532 -1.371
C 0.258 -4.577 -0.635
N 0.608 -3.229 -0.838
C -0.131 -2.087 -0.786
N -1.468 -2.183 -0.831
C -2.424 -1.183 -0.683
C -2.152 0.156 -0.386
C -3.224 1.017 -0.174
C -4.532 0.588 -0.320
C -4.809 -0.719 -0.683
C -3.771 -1.618 -0.848
O -3.922 -2.922 -1.187
C -5.214 -3.394 -1.531
N 0.481 -0.921 -0.800
C 1.887 -0.860 -0.793
C 2.484 -0.416 -1.985
C 3.847 -0.327 -2.130
C 4.671 -0.667 -1.057
C 4.114 -1.097 0.122
C 2.722 -1.212 0.299
O 2.395 -1.650 1.523
C 1.079 -1.818 2.011
H -2.467 -3.416 2.560
H -1.639 -4.950 2.914
H -2.984 -4.910 1.742
H -1.545 -6.694 1.313
H -0.363 -8.338 -0.045
H 1.278 -7.608 -1.748
H 1.676 -5.200 -2.101
H 1.587 -3.086 -1.066
H -1.876 -3.103 -0.958
H -3.053 2.047 0.106
H -5.347 1.276 -0.163
H -5.831 -1.028 -0.827
H -5.106 -4.468 -1.665
H -5.556 -2.945 -2.464
H -5.941 -3.197 -0.743
H 1.830 -0.163 -2.808
H 4.278 -0.013 -3.068
H 5.743 -0.591 -1.150
H 4.729 -1.373 0.964
H 1.201 -2.031 3.072
H 0.574 -2.663 1.545
H 0.490 -0.907 1.884
C 3.405 3.590 -2.494
S 2.310 3.343 -1.057
C 3.607 2.785 0.101
O 1.562 2.086 -1.396
H 4.091 4.392 -2.245
H 2.799 3.882 -3.347
H 3.947 2.676 -2.717
H 4.307 3.596 0.262
H 4.108 1.913 -0.305
H 3.130 2.528 1.042